[1]
# C40H53Br4F27O18

A cluster of 11 separate species, C40H53Br4F27O18 in total (wB97M-V/def2-TZVPD, the Open Molecules 2025 dataset).

## Properties
SMILES = CCOC(=O)C(F)(F)F.CCOC(=O)C(F)(F)F.CCOC(=O)C(F)(F)F.CCOC(=O)C(F)(F)F.CCOC(=O)C(F)(F)F.CCOC(=O)C(F)(F)F.CCOC(=O)C(F)(F)F.CCOC(=O)C(F)(F)F.CCOC(=O)C(F)(F)F.BrCCBr.BrCCBr
total charge = 0
LUMO = 0.29 eV
gap between HOMO and LUMO = 10.31 eV

Atoms and positions in Å:
Br1 -2.98388 4.53892 0.41820
Br2 3.48561 -0.79683 -4.34071
Br3 2.81075 -2.18253 0.12525
Br4 -7.53173 3.63199 -0.24203
F1 -4.41561 4.50212 -7.20457
F2 -0.32516 4.58172 -2.45397
F3 -2.11863 -5.49263 -6.65900
F4 1.57114 0.79940 0.89359
F5 -3.98885 -6.64213 -6.30179
F6 3.30130 -2.01766 5.66871
F7 0.45425 2.40971 1.72847
F8 -5.82270 3.06988 -6.40074
F9 -4.00906 -4.75514 -7.18744
F10 -0.13660 -1.38406 -3.65506
F11 -3.91071 5.51247 6.70522
F12 3.50575 2.62562 2.34627
F13 -2.32233 -0.96806 -3.26938
F14 -1.11100 2.61587 -2.56640
F15 0.21989 0.42647 2.50000
F16 2.52837 -1.65587 3.64340
F17 -5.20597 4.86954 -5.26084
F18 -0.40434 -3.67195 3.12109
F19 4.33154 -0.62311 4.48157
F20 -0.04573 3.22291 -0.78266
F21 -4.26345 6.38627 4.71705
F22 -2.56236 -4.15143 3.26267
F23 -1.69031 -2.49486 -4.63292
F24 4.91269 3.64745 1.04356
F25 -1.23568 -4.89925 4.71183
F26 5.36119 3.48169 3.10217
F27 -2.79711 7.24541 6.06358
O1 -1.88811 0.82274 0.91365
O2 -0.45886 -3.83504 -2.40732
O3 -2.41008 -2.98702 -1.61158
O4 -3.78485 2.97995 -4.15383
O5 -0.40462 -2.17400 5.10870
O6 -0.40109 0.22054 -0.70313
O7 -2.92627 -5.32428 -3.85065
O8 -4.65762 -4.09887 -4.59911
O9 -2.65016 -2.07317 5.18599
O10 4.91201 0.77452 0.92456
O11 2.26863 3.46449 -2.27656
O12 4.51750 -4.01985 4.59228
O13 1.13604 2.22628 -3.82361
O14 -2.62328 3.89751 4.88602
O15 6.57563 1.28486 2.32645
O16 -2.85534 2.60143 -6.14495
O17 -1.24136 5.69590 4.81722
O18 5.17318 -2.71751 2.79183
C1 -1.61377 -2.56880 4.81892
C2 -1.35871 -1.90425 -3.47376
C3 -3.39822 -5.44561 -6.28067
C4 0.41714 1.12613 1.37747
C5 -0.13041 -1.20839 6.17932
C6 0.80796 -5.10402 -0.75215
C7 -1.49424 -3.82862 3.96454
C8 4.72525 -6.27532 4.98139
C9 7.26771 -0.01372 2.04740
C10 -3.03131 0.24050 0.19895
C11 -1.48316 -2.99280 -2.35700
C12 -3.71264 3.10620 -5.31727
C13 2.64008 -1.93464 -1.94704
C14 -5.74916 -4.90532 -2.55385
C15 3.51873 3.03782 -2.82259
C16 -0.07355 5.96299 2.75811
C17 -4.05176 -0.04793 1.28664
C18 -5.13811 -3.73266 -3.24218
C19 -3.62448 -4.92223 -4.71111
C20 1.18145 2.95974 -2.88165
C21 -4.90418 4.50727 0.64946
C22 -0.70058 0.71612 0.35009
C23 -2.33633 5.05003 5.10063
C24 4.13024 4.25087 -3.41484
C25 0.31401 0.08860 5.45267
C26 -3.32213 6.08044 5.67273
C27 4.77510 2.85954 2.08611
C28 -2.02264 1.44202 -5.72979
C29 5.42562 1.51711 1.71182
C30 -0.39193 5.02571 3.82900
C31 -1.01864 1.07948 -6.78947
C32 4.59018 -2.94638 3.83797
C33 -0.07887 3.33014 -2.11515
C34 -4.79228 3.88401 -6.04183
C35 3.65773 -1.76821 4.38363
C36 -0.48639 -4.99687 -1.58867
C37 5.10351 -5.28990 3.99904
C38 -5.63067 3.94486 -0.67711
C39 3.81573 -1.24289 -2.54423
C40 8.38582 0.25383 0.96257
H1 -6.55112 -5.37663 -3.15486
H2 0.96357 -4.12929 -0.29740
H3 1.18738 -0.10588 4.82235
H4 -6.17282 -4.44865 -1.60637
H5 5.20861 4.11365 -3.70945
H6 9.00099 1.08800 1.37107
H7 4.16103 5.09979 -2.65871
H8 -5.16241 5.54567 0.87979
H9 0.31223 6.91550 3.16527
H10 -0.89794 4.16898 3.52355
H11 4.13686 2.51425 -2.10027
H12 -0.67958 -5.89747 -2.18656
H13 7.85239 -0.25397 2.95890
H14 -1.46985 0.93545 -7.73168
H15 -0.15424 1.78415 -6.98650
H16 -3.39853 0.98893 -0.49956
H17 -5.05912 -0.28631 0.87971
H18 4.66840 -1.96123 -2.44436
H19 -4.35765 -3.51280 -2.64020
H20 -4.00708 0.86666 1.92858
H21 4.15556 -0.32502 -2.05738
H22 0.57499 0.89125 6.14027
H23 0.52085 4.66617 4.36577
H24 -4.90520 -5.47092 -2.28695
H25 -0.54685 0.35417 4.82025
H26 3.26676 2.22842 -3.57394
H27 5.14155 -7.32085 4.77142
H28 -3.72926 -0.89538 1.99220
H29 6.15578 -5.11172 3.88781
H30 -5.08622 3.04951 -1.08427
H31 1.72790 -5.39963 -1.40793
H32 7.71849 0.43115 0.13692
H33 -0.56071 0.13610 -6.55646
H34 -5.75614 4.64457 -1.50736
H35 0.65228 -1.62013 6.76838
H36 0.63607 -5.72279 0.13450
H37 -1.46103 1.65946 -4.78610
H38 3.64517 -6.37865 5.14883
H39 1.65426 -1.40668 -2.04494
H40 -5.21377 3.85761 1.49346
H41 -1.02077 -1.17364 6.83840
H42 3.58845 4.64024 -4.29057
H43 8.93427 -0.66791 0.83141
H44 4.69989 -5.26255 3.03004
H45 -5.74731 -2.82102 -3.42219
H46 2.57699 -3.00441 -2.18729
H47 6.54967 -0.80392 1.79143
H48 0.80763 5.55170 2.19292
H49 -1.36343 -4.86395 -0.90927
H50 -0.96679 6.16894 2.15312
H51 5.16250 -5.99239 5.99029
H52 -2.73963 -0.65978 -0.32890
H53 -2.74778 0.66795 -5.51639

Atoms 1-3, force components in eV/Å:
Br 0.0 -0.3 0.0
Br -0.2 0.1 -1.1
Br 0.3 0.5 -1.4

***

[2]
# C6H10N3

The ion C6H10N3 with charge +1 (wB97M-V/def2-TZVPD, the Open Molecules 2025 dataset).

## Properties
total charge = +1
LUMO = -5.08 eV
gap between HOMO and LUMO = 8.82 eV

Atoms and positions in Å:
N1 -2.13071 -1.48554 -0.91568
N2 0.41540 0.04799 -0.18983
N3 2.02718 -1.04214 0.62609
C1 -0.73483 0.30918 -0.66231
C2 -1.98504 -0.41072 -0.28971
C3 -2.80082 0.13277 0.85391
C4 0.79819 -0.91194 0.85962
C5 2.67136 -0.37746 -0.52801
C6 1.59511 0.65752 -0.67165
H1 1.50842 1.00025 -1.66897
H2 -2.94645 -2.00504 -0.70882
H3 -0.73447 0.75678 -1.64337
H4 2.59454 -1.62349 1.28248
H5 -2.30791 0.78551 1.49276
H6 3.64486 -0.01699 -0.33781
H7 -3.54402 0.63510 0.26076
H8 2.63165 -0.98020 -1.37557
H9 -3.12576 -0.79157 1.37116
H10 1.81525 1.51991 -0.08983

Atoms 1-3, force components in eV/Å:
N 1.2 0.9 -1.2
N -0.4 -0.2 0.5
N 3.7 -1.9 1.1

***

[3]
# C29H23BrCuF4N2PS

A structure of composition C29H23BrCuF4N2PS (wB97M-V/def2-TZVPD, the Open Molecules 2025 dataset).

## Properties
total charge = +1
LUMO (spin up / spin down) = -3.15 / -4.54 eV
gap between HOMO and LUMO (spin up / spin down) = 7.55 / 6.62 eV
spin multiplicity = 2
expectation value of S² = 0.770

Atoms and positions in Å:
Br1 -2.12497 1.25702 0.87914
Cu1 0.92913 0.18582 0.56021
S1 0.14409 -2.00575 0.72545
P1 0.16130 0.58710 -1.57702
F1 -1.29065 -0.09112 -4.13504
F2 -4.83719 0.63143 -0.12431
F3 -3.88600 -0.44094 -4.56222
F4 -5.66382 -0.10147 -2.55400
N1 -1.50396 -1.92707 2.85559
N2 0.72561 -2.39215 3.28503
C1 1.89256 0.63458 2.30066
C2 0.76639 4.61943 -3.68886
C3 0.88627 2.21676 -3.77873
C4 2.98029 -1.70747 -3.43372
C5 2.56377 1.41768 1.34257
C6 -2.57397 0.58899 -0.82326
C7 0.32733 -1.97826 -2.66075
C8 0.49963 2.14482 -2.44238
C9 -3.92263 0.42335 -1.06791
C10 1.02243 3.45290 -4.39621
C11 -3.14887 -1.83207 4.59825
C12 0.37369 4.55448 -2.35926
C13 2.30859 -0.62887 -2.87408
C14 1.75156 -2.77481 5.46031
C15 -3.46137 -0.11700 -3.34729
C16 2.32675 -2.91988 -3.60969
C17 1.87607 2.66777 1.25615
C18 1.00131 -3.05429 -3.22005
C19 0.79922 2.67120 2.19549
C20 -2.11515 0.05972 -3.09544
C21 -1.72855 -2.01102 4.16623
C22 -1.63043 0.37600 -1.83535
C23 -4.36839 0.05572 -2.32413
C24 0.79575 1.45509 2.83148
C25 -0.26655 -2.10768 2.39386
C26 0.25077 3.32138 -1.73699
C27 -0.70929 -2.26476 5.09460
C28 0.55260 -2.47192 4.62245
C29 0.97472 -0.75721 -2.49094
H1 -3.27653 -1.96005 5.67035
H2 0.48753 -3.99748 -3.35502
H3 0.15864 5.46268 -1.81095
H4 0.09076 3.47321 2.33695
H5 2.14224 3.48176 0.59586
H6 1.45656 -2.98158 6.48511
H7 2.84811 -3.75716 -4.05549
H8 0.08852 1.12588 3.58146
H9 0.86633 5.58038 -4.17682
H10 -0.91135 -2.32091 6.15359
H11 1.06214 1.31215 -4.34827
H12 2.32649 -0.21188 2.81789
H13 -3.49019 -0.83717 4.30708
H14 -0.70675 -2.09657 -2.35940
H15 3.49953 1.17273 0.86328
H16 1.63958 -2.56275 2.87875
H17 4.01416 -1.59816 -3.73544
H18 -0.06980 3.27138 -0.70067
H19 2.83130 0.31196 -2.73752
H20 2.29142 -3.63884 5.07017
H21 -3.77463 -2.54873 4.06536
H22 1.31486 3.50349 -5.43706
H23 2.43306 -1.92187 5.46091

Atoms 1-3, force components in eV/Å:
Br 0.1 -0.1 0.0
Cu -0.3 0.2 -0.2
S -0.1 0.0 0.2

***

[4]
# C21H24N2OP2STi

A structure of composition C21H24N2OP2STi (wB97M-V/def2-TZVPD, the Open Molecules 2025 dataset).

## Properties
total charge = +1
LUMO (spin up / spin down) = -4.53 / -4.75 eV
gap between HOMO and LUMO (spin up / spin down) = 5.78 / 6.10 eV
spin multiplicity = 2
expectation value of S² = 1.044

Atoms and positions in Å:
Ti1 0.20117 -0.30529 0.71528
S1 -0.35934 -0.90989 3.13130
P1 -0.16557 -2.70948 0.70481
P2 -1.71188 1.43897 0.91573
O1 2.83851 0.90112 1.93310
N1 -0.07474 -0.00341 -1.22822
N2 1.46833 0.49230 4.80016
C1 1.97234 1.61480 -0.96334
C2 0.71348 3.50323 -2.14592
C3 -2.97275 0.39693 1.75141
C4 1.19330 -0.59878 -1.43811
C5 3.60381 -0.28287 -1.54811
C6 -0.55019 3.97185 -2.48396
C7 2.61640 -2.49982 -1.73735
C8 3.73034 -1.64487 -1.78754
C9 1.33482 -2.01042 -1.48722
C10 -1.53289 1.87720 -1.73376
C11 0.74594 -0.07733 4.06102
C12 -1.67061 -3.62660 1.10628
C13 -2.06360 3.13868 1.47910
C14 -0.24315 1.28784 -1.72695
C15 1.85952 0.44940 1.46940
C16 1.17098 -3.56569 1.58412
C17 2.31644 0.28618 -1.36972
C18 -1.67746 3.14595 -2.31372
C19 -2.53241 1.29909 -0.79533
C20 0.88727 2.16329 -1.70070
C21 0.20803 -2.93093 -1.07958
H1 2.76414 -3.57649 -1.84757
H2 2.14525 -3.17156 1.28023
H3 1.06191 -3.41006 2.66442
H4 -1.50141 -4.70043 0.94372
H5 -3.09930 3.42122 1.24648
H6 -3.47092 1.86914 -0.74093
H7 0.49386 -3.98660 -1.16644
H8 -3.97881 0.79570 1.54917
H9 -1.94315 -3.45315 2.15624
H10 -1.89693 3.17358 2.56285
H11 -0.68732 4.99412 -2.85367
H12 -2.49188 -3.28094 0.46524
H13 -2.74419 0.23576 -0.97693
H14 4.71059 -2.06841 -2.02054
H15 -2.67781 3.52744 -2.53236
H16 4.47817 0.37716 -1.51706
H17 -0.07313 1.87229 0.52725
H18 -1.37256 3.83305 0.98698
H19 -2.94960 -0.63711 1.37607
H20 -2.80695 0.37108 2.83461
H21 1.59587 4.14394 -2.21148
H22 -0.72265 -2.76672 -1.63991
H23 2.74197 2.27113 -0.54893
H24 1.11875 -4.63559 1.35037

Atoms 1-3, force components in eV/Å:
Ti -2.0 1.5 0.3
S 0.1 0.1 -0.6
P 0.2 -0.5 -0.3

***

[5]
# C3H9N4O

The ion C3H9N4O with charge +1 (wB97M-V/def2-TZVPD, the Open Molecules 2025 dataset).

## Properties
SMILES = NCC(=O)NC(N)=[NH2+]
total charge = +1
LUMO = -3.18 eV
gap between HOMO and LUMO = 11.16 eV

Atoms and positions in Å:
O1 -2.91834 0.96315 -0.06098
N1 -0.70814 0.77127 0.80702
N2 0.98961 0.25852 -0.68452
N3 1.07621 2.34330 0.23022
N4 -0.62314 -1.86896 -0.17144
C1 -1.92919 0.32038 0.09300
C2 0.52431 1.14738 0.12800
C3 -1.87123 -1.11392 -0.31202
H1 0.76980 3.24209 0.73022
H2 -2.72564 -1.52924 0.23086
H3 1.78046 0.37677 -1.30994
H4 1.96642 2.56347 -0.31333
H5 -1.05920 1.58789 1.29036
H6 -2.25119 -1.27558 -1.39078
H7 -0.23602 -1.88913 0.82868
H8 -0.80094 -2.89927 -0.33392
H9 0.63473 -0.72754 -0.56902

Atoms 1-3, force components in eV/Å:
O 0.9 0.5 0.7
N 1.0 2.3 -0.5
N 0.9 -1.7 -0.6